Entry 1:
The following is a DFT calculation (the ωB97M-V functional and the def2-TZVPD basis) of a gas-phase ion, C8H16NO (charge +1) in a non-equilibrium geometry.

```
! RIJCOSX wB97M-V def2-TZVPD def2/J DEFGRID3
* xyz 1 1
C -1.62 1.49 -0.40
C 2.00 -1.08 0.44
C 2.37 0.02 -0.47
C 0.53 -1.52 0.18
C 1.95 1.47 -0.08
C -0.45 -0.38 0.54
C 0.53 1.58 0.33
C -2.84 -0.67 -0.13
N -1.44 -0.07 -0.44
O -0.38 2.05 -0.56
H -2.35 1.82 -1.15
H -1.87 1.72 0.61
H 2.57 -2.00 0.22
H 2.23 -0.94 1.61
H 3.54 0.09 -0.49
H 2.06 -0.16 -1.48
H 0.41 -1.69 -0.92
H 0.09 -2.44 0.83
H 2.63 1.74 0.60
H 1.98 2.19 -1.00
H -0.61 -0.51 1.59
H 0.38 1.99 1.33
H -2.60 -1.66 0.14
H -3.39 -0.08 0.64
H -3.42 -0.79 -1.04
H -1.04 -0.30 -1.32
*
```

For the HOMO energy, the calculation gives -12.907 eV. The calculation puts the LUMO energy at -2.7268 eV. The calculation puts the frontier orbital gap at 10.18 eV.

Löwdin population analysis, charges in e, atoms 1 to 6:
1 C -0.104
2 C -0.224
3 C -0.211
4 C -0.169
5 C -0.125
6 C -0.131

=====

Entry 2:
The following is a DFT calculation (the ωB97M-V functional and the def2-TZVPD basis) of a molecular structure, C5H6O2.

```
! RIJCOSX wB97M-V def2-TZVPD def2/J DEFGRID3
* xyz 0 1
C 1.27 -0.02 -1.25
C 0.70 0.38 0.10
O -0.47 1.22 -0.10
C -1.53 0.68 0.51
O -2.64 1.15 0.53
C -1.04 -0.60 1.15
C 0.35 -0.77 1.00
H 1.53 0.87 -1.84
H 2.17 -0.63 -1.11
H 0.54 -0.60 -1.82
H 1.43 0.99 0.66
H -1.69 -1.19 1.80
H -0.63 -1.47 0.37
*
```

For the HOMO energy, the calculation gives -9.457 eV. The calculation puts the LUMO energy at 0.1974 eV. The calculation puts the frontier orbital gap at 9.65 eV.

Löwdin population analysis, charges in e, atoms 1 to 6:
1 C -0.036
2 C -0.381
3 O 0.051
4 C -0.470
5 O 0.131
6 C -0.053

=====

Entry 3:
The following is a DFT calculation (the ωB97M-V functional and the def2-TZVPD basis) of 2 unconnected molecules or ions with the total composition C4H12 in a non-equilibrium geometry.

```
! RIJCOSX wB97M-V def2-TZVPD def2/J DEFGRID3
* xyz 0 1
C -1.35 -0.32 1.42
C -2.22 0.99 0.98
H -0.79 -0.71 0.49
H -0.62 -0.13 2.23
H -2.18 -0.92 1.85
H -1.66 1.79 0.48
H -2.50 1.51 1.86
H -2.99 0.69 0.25
C 2.40 -0.01 -1.08
C 1.03 -0.66 -1.26
H 3.08 -0.44 -1.84
H 2.47 1.02 -1.29
H 2.90 -0.25 -0.25
H 1.04 -1.07 -0.25
H 0.27 -0.04 -1.52
H 1.13 -1.45 -2.06
*
```

For the HOMO energy, the calculation gives -11.120 eV. Its SMILES is CC.CC. The calculation puts the LUMO energy at 1.1442 eV. The calculation puts the frontier orbital gap at 12.26 eV.

Löwdin population analysis, charges in e, atoms 1 to 6:
1 C -0.138
2 C -0.156
3 H 0.038
4 H 0.057
5 H 0.055
6 H 0.044

=====

Entry 4:
The following is a DFT calculation (the ωB97M-V functional and the def2-TZVPD basis) of 8 unconnected molecules or ions with the total composition C22H63N3O8 in a non-equilibrium geometry.

```
! RIJCOSX wB97M-V def2-TZVPD def2/J DEFGRID3
* xyz 1 2
C 5.09 -1.85 1.77
C 3.63 -2.04 2.00
O 3.05 -3.10 1.40
H 5.59 -1.39 2.62
H 5.32 -1.17 0.95
H 5.42 -2.84 1.46
H 3.20 -1.05 1.85
H 3.45 -2.19 3.07
H 3.46 -3.88 1.77
C 4.95 1.60 2.24
C 3.89 2.52 1.60
O 4.53 3.72 1.31
H 5.59 2.26 2.82
H 5.69 1.12 1.59
H 4.52 0.78 2.81
H 3.02 2.76 2.22
H 3.43 2.06 0.73
H 3.89 4.38 1.06
C 0.99 6.00 -3.96
C -0.38 5.75 -3.38
O -0.28 4.42 -2.79
H 1.76 6.00 -3.20
H 1.02 6.97 -4.47
H 1.37 5.15 -4.53
H -1.22 5.66 -4.07
H -0.60 6.59 -2.73
H 0.26 4.46 -1.99
C -1.30 -2.55 1.44
C -0.44 -2.17 2.71
O 0.49 -3.32 2.79
H -0.72 -3.07 0.68
H -1.58 -1.58 1.04
H -2.04 -3.34 1.62
H -1.05 -2.08 3.61
H 0.08 -1.24 2.49
H 1.11 -3.25 2.06
C -4.53 2.10 -1.53
C -4.03 0.63 -1.45
O -2.67 0.59 -1.46
H -4.23 2.57 -0.59
H -5.57 2.36 -1.77
H -4.16 2.54 -2.45
H -4.42 0.01 -2.26
H -4.38 0.05 -0.60
H -2.22 0.76 -0.62
C -4.21 -5.21 5.77
C -4.38 -4.15 4.66
C -3.30 -3.04 4.64
O -3.59 -2.07 3.63
C -4.98 -1.53 3.62
N -4.39 -4.81 3.37
H -3.88 -4.79 6.72
H -3.61 -6.04 5.38
H -5.15 -5.76 5.86
H -5.29 -3.64 4.98
H -2.29 -3.42 4.47
H -3.23 -2.55 5.60
H -4.98 -0.66 2.97
H -5.27 -1.19 4.61
H -5.57 -2.35 3.22
H -4.28 -4.10 2.66
H -3.52 -5.33 3.33
C 3.01 -2.32 -5.56
C 1.80 -1.40 -5.65
C 2.04 0.13 -5.49
O 2.38 0.53 -4.13
C 2.08 1.90 -3.81
N 1.26 -1.75 -6.86
H 3.70 -2.10 -6.38
H 2.86 -3.40 -5.54
H 3.50 -2.11 -4.62
H 1.29 -1.64 -4.72
H 1.13 0.66 -5.78
H 2.88 0.28 -6.17
H 1.14 2.02 -3.27
H 2.07 2.55 -4.69
H 2.84 2.39 -3.21
H 0.31 -1.41 -6.92
H 1.17 -2.76 -6.82
C 0.88 0.57 -0.76
C 0.21 2.00 -0.60
C -0.43 2.24 0.84
O -1.52 1.29 0.94
C -2.05 1.14 2.23
N 1.23 3.02 -0.84
H 0.27 -0.27 -0.44
H 1.81 0.51 -0.21
H 1.02 0.47 -1.84
H -0.55 2.19 -1.36
H -0.76 3.25 1.06
H 0.34 2.19 1.61
H -2.86 1.81 2.52
H -1.22 1.13 2.93
H -2.53 0.17 2.38
H 2.08 2.78 -0.36
H 1.53 2.90 -1.80
*
```

For the HOMO energy (alpha / beta), the calculation gives -10.580 / -10.580 eV. The calculation puts the LUMO energy (alpha / beta) at -2.6762 / -8.9015 eV. The calculation puts the frontier orbital gap (alpha / beta) at 7.90 / 1.68 eV.

Löwdin population analysis, charges in e, atoms 1 to 6:
1 C -0.081
2 C -0.403
3 O -0.047
4 H 0.080
5 H 0.071
6 H 0.083